[1]
Molecular formula: C4H9N
Method: DFT, ωB97M-V with the def2-TZVPD basis set

Each line ends with the Löwdin charge.
Positions of all 14 atoms, in Å:
C 0.795 -0.346 0.951  -0.245
C -1.906 -0.561 -1.603  -0.156
C 1.764 0.814 1.088  -0.125
C -0.298 -0.048 -0.043  -0.214
N -0.831 -1.002 -0.717  -0.024
H -0.650 0.999 -0.113  0.127
H 1.322 -1.251 0.630  0.108
H 0.325 -0.553 1.918  0.109
H -2.725 -0.099 -1.041  0.073
H -1.534 0.141 -2.355  0.073
H -2.314 -1.429 -2.130  0.064
H 1.500 1.425 1.958  0.071
H 2.781 0.442 1.250  0.069
H 1.770 1.466 0.209  0.069

Computed properties:
**SMILES string**: CC/C=N/C
**E_LUMO**: 1.215 eV
**Electronic energy**: -212.53062 hartree
**Largest force on an atom**: 1.87 eV/Å
**HOMO-LUMO gap**: 10.92 eV
**Charge**: 0

***

[2]
Molecular formula: C3H9IN2
Method: DFT, ωB97M-V with the def2-TZVPD basis set

Each line ends with the Löwdin charge.
Positions of all 15 atoms, in Å:
C -1.719 0.255 -0.696  -0.063
C 0.727 -0.057 -1.338  -0.038
C -0.278 0.432 -0.325  -0.443
N 1.205 1.198 1.278  0.000
N -0.049 0.947 0.812  -0.040
I 0.526 -3.024 2.310  0.404
H -2.351 0.789 0.009  0.073
H -1.903 0.630 -1.704  0.072
H -1.987 -0.804 -0.682  0.076
H 0.419 0.264 -2.332  0.077
H 0.764 -1.147 -1.335  0.081
H 1.726 0.329 -1.150  0.061
H -0.257 -1.701 1.969  -0.404
H 1.967 0.644 0.898  0.069
H 1.210 1.247 2.286  0.076

Computed properties:
**SMILES string**: CC(C)=NN.I
**E_LUMO**: 0.650 eV
**Electronic energy**: -526.86667 hartree
**Largest force on an atom**: 0.78 eV/Å
**HOMO-LUMO gap**: 9.29 eV
**Charge**: 0

***

[3]
Molecular formula: C3H4Cl2Si
Method: DFT, ωB97M-V with the def2-TZVPD basis set

Each line ends with the Löwdin charge.
Positions of all 10 atoms, in Å:
C 1.798 1.449 -0.496  -0.045
C 2.065 1.245 -1.619  -0.032
C -1.468 -0.187 0.367  -1.372
Si -1.161 -1.751 1.137  0.560
Cl -1.593 1.256 1.315  0.532
Cl -1.267 0.161 -1.362  0.515
H 1.780 1.271 0.581  0.039
H 2.105 1.504 -2.640  0.018
H -1.292 -2.978 0.193  -0.078
H -0.966 -1.970 2.522  -0.138

Computed properties:
**E_LUMO (alpha / beta)**: 0.644 / -2.042 eV
**Electronic energy**: -1326.33251 hartree
**Largest force on an atom**: 4.85 eV/Å
**HOMO-LUMO gap (alpha / beta)**: 6.97 / 8.70 eV
**2S+1**: 3
**Charge**: 0

***

[4]
Molecular formula: C5H8N2O2
Method: DFT, ωB97M-V with the def2-TZVPD basis set

Each line ends with the Löwdin charge.
Positions of all 17 atoms, in Å:
C 1.815 0.989 -0.948  -0.201
C 0.877 -0.035 -0.368  -0.185
C 0.345 0.071 1.048  -0.140
C -0.611 -0.927 1.750  -0.133
C -1.663 -0.106 -0.177  -0.512
H 3.802 1.155 -1.018  0.088
H 1.843 1.951 -0.386  0.140
H 1.530 1.113 -1.954  0.106
H 0.863 -1.018 -0.828  0.159
H 0.846 0.771 1.720  0.138
H -0.040 -1.818 2.032  0.117
H -1.161 -0.502 2.601  0.123
H -2.515 -1.542 0.940  0.152
N -1.616 -1.111 0.753  0.063
N -0.406 0.601 -0.118  0.066
O 3.139 0.449 -1.000  -0.078
O -2.589 -0.010 -0.923  0.098

Computed properties:
**SMILES string**: O=C1NC[C@H]2[C@H](CO)N12
**E_LUMO**: 0.790 eV
**Electronic energy**: -455.26983 hartree
**Largest force on an atom**: 2.20 eV/Å
**HOMO-LUMO gap**: 10.43 eV
**Charge**: 0

***

[5]
Molecular formula: C3H8N3O
Method: DFT, ωB97M-V with the def2-TZVPD basis set

Each line ends with the Löwdin charge.
Positions of all 15 atoms, in Å:
C -0.963 1.198 -0.235  -0.033
C -1.224 -1.165 0.090  -0.248
C 0.987 -0.085 0.358  -0.276
N -1.762 0.137 -0.090  0.109
N 0.326 1.188 0.021  0.152
N 2.253 -0.099 -0.235  0.122
O 0.085 -1.212 -0.319  -0.071
H -1.446 2.117 -0.397  0.153
H -1.127 -1.550 1.207  0.180
H -1.673 -2.003 -0.505  0.165
H 1.079 -0.114 1.394  0.146
H -2.775 0.402 -0.288  0.210
H 1.042 1.865 0.078  0.158
H 2.975 -0.714 0.147  0.127
H 2.223 0.035 -1.226  0.105

Computed properties:
**SMILES string**: N[C@H]1[NH+]=CNCO1
**E_LUMO**: -3.826 eV
**Electronic energy**: -358.34318 hartree
**Largest force on an atom**: 4.57 eV/Å
**HOMO-LUMO gap**: 10.75 eV
**Charge**: +1

***

[6]
Molecular formula: C5H10O3
Method: DFT, ωB97M-V with the def2-TZVPD basis set

Each line ends with the Löwdin charge.
Positions of all 18 atoms, in Å:
C 0.837 0.518 1.501  -0.080
C -1.549 0.655 0.625  -0.079
C -0.245 -0.103 0.652  -0.441
C -0.215 -1.459 0.401  0.053
H -1.982 0.733 1.628  0.084
H -2.282 0.175 -0.027  0.076
H -1.388 1.669 0.248  0.080
H 1.768 -0.053 1.454  0.079
H 1.047 1.535 1.157  0.077
H 0.536 0.574 2.552  0.084
H -1.091 -1.975 0.024  0.085
H 0.603 -2.089 0.731  0.085
C 0.592 -0.103 -1.614  -0.638
O -0.444 0.483 -2.252  0.129
O 1.604 0.780 -1.523  0.137
O 0.813 -1.347 -1.732  -0.015
H 2.366 0.260 -1.221  0.141
H -0.968 -0.255 -2.602  0.143

Computed properties:
**SMILES string**: C=C(C)C.O=C(O)O
**E_LUMO**: 0.455 eV
**Electronic energy**: -422.18411 hartree
**Largest force on an atom**: 6.40 eV/Å
**HOMO-LUMO gap**: 8.99 eV
**Charge**: 0

***

[7]
Molecular formula: C4H12
Method: DFT, ωB97M-V with the def2-TZVPD basis set

Each line ends with the Löwdin charge.
Positions of all 16 atoms, in Å:
C -0.325 -1.606 -2.133  -0.145
C -1.146 -0.580 -1.293  -0.170
H -0.868 -1.932 -3.012  0.055
H 0.641 -1.132 -2.288  0.057
H -0.144 -2.504 -1.545  0.055
H -0.617 0.353 -1.185  0.038
H -2.122 -0.423 -1.757  0.059
H -1.393 -0.984 -0.312  0.049
C 0.625 1.697 2.152  -0.165
C 0.830 0.525 1.199  -0.175
H 0.573 1.344 3.187  0.058
H 1.522 2.310 2.092  0.064
H -0.340 2.198 2.100  0.062
H 1.722 -0.029 1.495  0.068
H 1.043 0.923 0.213  0.052
H 0.000 -0.161 1.089  0.039

Computed properties:
**SMILES string**: CC.CC
**E_LUMO**: 1.181 eV
**Electronic energy**: -159.56926 hartree
**Largest force on an atom**: 1.45 eV/Å
**HOMO-LUMO gap**: 12.72 eV
**Charge**: 0

***

[8]
Molecular formula: C6H14NS
Method: DFT, ωB97M-V with the def2-TZVPD basis set

Each line ends with the Löwdin charge.
Positions of all 22 atoms, in Å:
C 1.205 -2.167 -0.782  -0.278
C 1.862 -1.020 1.706  -0.200
C -1.261 1.224 -1.334  -0.105
C -0.667 2.217 -2.075  0.120
C -0.725 -1.585 1.037  -0.414
C -1.768 1.531 -0.026  -0.033
N -1.370 2.641 0.633  0.191
S 0.836 -2.385 0.969  0.930
H 0.505 -2.760 -1.460  0.107
H 0.874 -1.254 -1.116  0.001
H 2.715 -1.624 1.904  0.041
H 1.852 -0.315 0.830  0.073
H 2.154 -2.295 -0.964  -0.009
H -1.318 0.345 -1.863  0.078
H -0.714 3.312 -1.827  0.099
H -0.254 2.107 -3.010  0.048
H -0.908 -0.916 1.974  0.015
H -1.499 -2.258 0.832  -0.058
H -2.515 0.982 0.547  0.140
H -1.955 2.817 1.399  0.108
H 1.187 -0.626 2.381  0.005
H -0.542 3.213 0.540  0.142

Computed properties:
**E_LUMO**: -5.274 eV
**Electronic energy**: -689.50728 hartree
**Largest force on an atom**: 5.55 eV/Å
**HOMO-LUMO gap**: 4.90 eV
**Charge**: +1

***

[9]
Molecular formula: C23H24O6SSn
Method: DFT, ωB97M-V with the def2-TZVPD basis set

Each line ends with the Löwdin charge.
Positions of all 55 atoms, in Å:
Sn -0.239 2.389 -0.709  1.349
O 0.879 7.015 0.547  0.171
C 0.667 5.708 0.594  -0.446
O 1.260 4.855 -0.087  -0.031
C -0.515 5.403 1.501  -0.076
O -1.185 4.205 1.133  -0.247
C -1.480 3.233 2.167  -0.088
C -0.240 2.355 2.369  -0.539
O 0.193 2.263 3.538  0.068
O 0.323 1.779 1.301  -0.276
H 1.651 7.282 0.060  0.137
H -0.105 5.245 2.480  0.145
H -1.203 6.256 1.565  0.158
H -1.829 3.807 3.041  0.150
H -2.349 2.650 1.726  0.151
C 4.123 2.847 1.458  -0.001
C 3.590 1.830 0.464  -0.200
C 2.916 0.664 0.890  0.090
C 2.409 -0.327 0.023  -0.215
C 1.601 -1.417 0.672  -0.013
C 2.736 -0.186 -1.315  0.021
C 3.419 0.935 -1.793  -0.179
C 3.806 1.021 -3.271  -0.002
C 3.890 1.914 -0.887  0.043
H 3.604 2.746 2.387  0.077
H 4.112 3.886 1.012  0.112
H 5.185 2.618 1.688  0.111
H 2.718 0.535 1.945  0.148
H 0.780 -1.038 1.295  0.092
H 2.228 -2.109 1.281  0.120
H 1.119 -2.036 -0.081  0.080
H 2.416 -1.014 -1.949  0.139
H 4.891 1.181 -3.375  0.107
H 3.244 1.832 -3.781  0.111
H 3.574 0.077 -3.858  0.110
H 4.451 2.778 -1.290  0.156
C -3.694 -8.101 -0.319  -0.065
C -3.515 -6.615 -0.107  -0.591
O -2.840 -6.090 0.797  0.048
S -4.641 -5.696 -1.228  1.165
C -3.919 -4.179 -0.932  -0.505
C -3.589 -3.538 -2.132  -0.057
C -2.955 -2.310 -2.119  0.017
C -2.718 -1.728 -0.876  -0.212
C -2.983 -2.401 0.342  0.039
C -3.775 -3.539 0.320  -0.011
C -2.044 -0.469 -0.882  -0.068
C -1.431 0.598 -0.761  -0.162
H -3.585 -8.333 -1.398  0.091
H -4.632 -8.560 -0.001  0.101
H -2.853 -8.685 0.153  0.118
H -3.811 -3.986 -3.089  0.118
H -2.706 -1.704 -3.000  0.146
H -2.775 -1.813 1.306  0.167
H -4.177 -4.032 1.185  0.127

Computed properties:
**E_LUMO (alpha / beta)**: -9.529 / -9.225 eV
**Electronic energy**: -1954.02959 hartree
**Largest force on an atom**: 4.36 eV/Å
**HOMO-LUMO gap (alpha / beta)**: 4.92 / 5.22 eV
**Charge**: +2

***

[10]
Molecular formula: C4H9BrCl4GaIOP
Method: DFT, ωB97M-V with the def2-TZVPD basis set

Each line ends with the Löwdin charge.
Positions of all 22 atoms, in Å:
C -1.784 -0.772 -0.137  -0.181
C -0.817 -1.229 -1.229  -0.769
Br -1.651 -2.820 -2.164  0.528
C -0.401 -0.208 -2.253  -0.403
Ga 0.213 1.572 -1.528  -0.128
I -0.310 3.405 -3.339  0.078
P 2.573 1.622 -1.310  0.432
O 3.355 0.853 -2.331  -0.600
H -2.732 -1.299 -0.198  0.040
H -1.359 -0.978 0.844  0.029
H -1.980 0.294 -0.217  0.033
H 0.064 -1.699 -0.800  0.067
H 0.459 -0.604 -2.799  0.049
H -1.189 -0.061 -2.991  0.040
H -0.456 2.079 -0.173  -0.091
H 2.944 1.245 0.015  -0.075
H 2.963 2.984 -1.263  -0.066
C 0.024 -0.874 4.369  -2.067
Cl 0.467 -0.098 2.858  0.548
Cl 0.708 -2.503 4.427  0.513
Cl 0.646 0.068 5.731  0.508
Cl -1.736 -0.977 4.487  0.516

Computed properties:
**E_LUMO**: 1.951 eV
**Electronic energy**: -7211.77271 hartree
**Largest force on an atom**: 0.44 eV/Å
**HOMO-LUMO gap**: 7.08 eV
**Charge**: -1

***

> Among the records above, which one has the highest charge?

C23H24O6SSn

***

Repeat the eighth record exactly.
Molecular formula: C6H14NS
Method: DFT, ωB97M-V with the def2-TZVPD basis set

Each line ends with the Löwdin charge.
Positions of all 22 atoms, in Å:
C 1.205 -2.167 -0.782  -0.278
C 1.862 -1.020 1.706  -0.200
C -1.261 1.224 -1.334  -0.105
C -0.667 2.217 -2.075  0.120
C -0.725 -1.585 1.037  -0.414
C -1.768 1.531 -0.026  -0.033
N -1.370 2.641 0.633  0.191
S 0.836 -2.385 0.969  0.930
H 0.505 -2.760 -1.460  0.107
H 0.874 -1.254 -1.116  0.001
H 2.715 -1.624 1.904  0.041
H 1.852 -0.315 0.830  0.073
H 2.154 -2.295 -0.964  -0.009
H -1.318 0.345 -1.863  0.078
H -0.714 3.312 -1.827  0.099
H -0.254 2.107 -3.010  0.048
H -0.908 -0.916 1.974  0.015
H -1.499 -2.258 0.832  -0.058
H -2.515 0.982 0.547  0.140
H -1.955 2.817 1.399  0.108
H 1.187 -0.626 2.381  0.005
H -0.542 3.213 0.540  0.142

Computed properties:
**E_LUMO**: -5.274 eV
**Electronic energy**: -689.50728 hartree
**Largest force on an atom**: 5.55 eV/Å
**HOMO-LUMO gap**: 4.90 eV
**Charge**: +1

***

> Number 9 is which compound?

C23H24O6SSn